Density functional theory data (the ωB97M-V functional and the def2-TZVPD basis) for a 2-piece molecular cluster, C2H4N2S2 overall in a non-equilibrium geometry.

Properties
Energy above the lowest of the compared OMol25 structures with the same formula, charge and spin: 49.1 kcal per mole
Multiplicity: 1
Charge: 0
Structure (SMILES): [H]/N=C/S.N=C=S
E_LUMO: 0.667 eV
Energy: -984.43660 hartree
Frontier orbital gap: 10.00 eV

Element x y z (Å)
H (4.014, -1.676, -1.930)
N (3.298, -1.018, -1.625)
C (2.632, -1.414, -0.630)
S (1.215, -0.382, -0.330)
H (2.624, -2.204, 0.023)
H (1.233, 0.080, -1.599)
N (-4.517, 1.597, 1.793)
C (-3.459, 1.697, 1.194)
S (-2.204, 1.339, 0.393)
H (-4.837, 1.981, 2.712)